*one*
The following is a DFT calculation (wB97M-V/def2-TZVPD) of the ion C4H7N2 with charge +1.

Charge: +1
HOMO level in eV: -14.59
Kohn-Sham gap in eV: 8.776
E_LUMO in eV: -5.81

Element x y z (Å)
1 N -0.204 0.540 0.020
2 N 1.908 0.807 0.153
3 C -1.641 0.731 0.041
4 C 0.454 -0.812 -0.234
5 C 1.877 -0.447 -0.117
6 C 0.653 1.536 0.216
7 H 2.630 1.477 0.126
8 H 2.799 -0.975 -0.156
9 H -2.339 0.097 0.597
10 H 0.030 -1.350 0.621
11 H 0.218 -1.256 -1.196
12 H -2.084 0.351 -0.927
13 H -1.624 1.832 0.136

---

*two*
The following is a DFT calculation (wB97M-V/def2-TZVPD) of the ion C4H7N2 with charge +1.

Charge: +1
HOMO level in eV: -15.38
Kohn-Sham gap in eV: 10.346
E_LUMO in eV: -5.04

Element x y z (Å)
1 N -1.157 -1.559 -0.275
2 N 0.211 0.131 0.098
3 C 1.354 -0.096 -0.128
4 C -2.210 0.696 0.195
5 C -1.139 -0.378 0.081
6 C 2.770 -0.270 -0.025
7 H -2.005 -1.944 -0.553
8 H 2.920 -0.445 -1.134
9 H 3.250 0.761 0.228
10 H -3.131 0.294 -0.275
11 H -2.532 0.667 1.281
12 H -1.956 1.716 -0.209
13 H 3.185 -0.983 0.674

---

Verdict on stability: *one* comes out at the bottom.

---

*one*
The following is a DFT calculation (wB97M-V/def2-TZVPD) of the ion C4H7N2 with charge +1.

Charge: +1
HOMO level in eV: -13.89
Kohn-Sham gap in eV: 8.518
E_LUMO in eV: -5.38

Element x y z (Å)
1 N -0.393 -3.301 0.090
2 N -0.076 1.716 -0.560
3 C 0.302 0.405 -1.050
4 C 0.092 -0.775 0.135
5 C -0.013 -0.221 1.371
6 C -0.203 -2.115 -0.027
7 H -0.516 2.260 -1.350
8 H -0.403 -4.232 -0.333
9 H -0.064 -0.801 2.305
10 H 0.574 2.266 0.051
11 H -0.064 0.801 1.453
12 H 1.370 0.052 -1.362
13 H -0.473 0.131 -1.879

---

*two*
The following is a DFT calculation (wB97M-V/def2-TZVPD) of a structure of composition C4H7N2.

Charge: +1
HOMO level in eV: -15.19
Kohn-Sham gap in eV: 11.281
E_LUMO in eV: -3.91

Element x y z (Å)
1 N 0.449 -0.536 0.591
2 N -0.772 0.016 -0.953
3 C 0.848 0.964 0.462
4 C 0.401 -0.842 -0.865
5 C -1.114 -0.385 0.381
6 C 0.175 1.591 -0.464
7 H -1.739 0.354 1.081
8 H 0.717 -1.164 1.327
9 H 1.416 1.415 1.297
10 H -0.014 2.594 -0.738
11 H -1.607 -1.457 0.387
12 H 0.057 -1.956 -0.899
13 H 1.182 -0.594 -1.606

---

*three*
The following is a DFT calculation (wB97M-V/def2-TZVPD) of a structure of composition C4H7N2.

Charge: +1
HOMO level in eV: -15.01
Kohn-Sham gap in eV: 10.249
E_LUMO in eV: -4.76

Element x y z (Å)
1 N 0.614 -0.751 -0.112
2 N -0.392 -0.356 0.573
3 C -1.902 0.164 -0.398
4 C -1.296 1.311 -0.134
5 C 1.878 -0.019 0.119
6 C -1.686 -0.979 0.199
7 H 2.332 0.280 -0.730
8 H -1.896 -2.023 0.035
9 H 2.467 -0.532 0.872
10 H 1.600 0.767 0.666
11 H -0.524 1.601 -0.848
12 H -1.777 2.079 0.497
13 H 0.582 -1.542 -0.738

---

*four*
The following is a DFT calculation (wB97M-V/def2-TZVPD) of a cluster of 2 separate species, C4H7N2 in total.

Charge: +1
HOMO level in eV: -12.69
Kohn-Sham gap in eV: 7.952
E_LUMO in eV: -4.74

Element x y z (Å)
1 N 0.474 -0.172 -1.106
2 N -2.059 -1.501 -0.424
3 C -1.373 -0.670 0.328
4 C 2.826 1.973 0.855
5 C 1.178 0.628 -0.518
6 C 1.963 1.423 0.053
7 H -0.784 -1.217 1.005
8 H -1.731 -2.479 -0.199
9 H 3.849 2.239 0.571
10 H 2.491 2.151 1.919
11 H -2.701 -1.370 -1.199
12 H -1.010 0.379 0.293
13 H 0.523 -0.675 -2.012

---

Verdict on stability: *three* comes out at the bottom.

---

*one*
The following is a DFT calculation (wB97M-V/def2-TZVPD) of a structure of composition C7H11NO.

HOMO level in eV: -8.71
Kohn-Sham gap in eV: 9.240
E_LUMO in eV: 0.53

Element x y z (Å)
1 O -2.793 -1.575 -0.212
2 N 0.547 1.724 -0.073
3 C -1.158 0.142 -0.207
4 C 1.251 -1.098 1.411
5 C 1.218 -0.516 0.053
6 C -2.318 1.053 0.149
7 C -1.634 -1.300 -0.411
8 C 2.265 -0.701 -1.018
9 C 0.111 0.417 -0.021
10 H 2.394 0.471 -1.497
11 H -3.207 0.571 0.199
12 H 2.158 -1.439 -2.051
13 H -1.895 1.492 1.059
14 H 1.947 -1.795 1.740
15 H -0.989 -2.152 -0.504
16 H 3.475 -0.959 -0.333
17 H 0.353 -0.846 2.040
18 H -0.314 2.442 -0.492
19 H -2.556 1.924 -0.656
20 H 1.143 2.146 0.823

---

*two*
The following is a DFT calculation (wB97M-V/def2-TZVPD) of a structure of composition C7H11NO.

HOMO level (alpha / beta) in eV: -7.53 / -7.53
Kohn-Sham gap (alpha / beta) in eV: 7.201 / 7.203
E_LUMO (alpha / beta) in eV: -0.32 / -0.32

Element x y z (Å)
1 O -1.974 -0.733 1.104
2 N 1.602 0.905 -1.080
3 C -0.243 -1.577 -0.555
4 C -1.057 -0.614 0.284
5 C 1.161 -1.232 1.678
6 C 0.483 -0.692 0.452
7 C 0.721 0.654 -0.051
8 C -1.068 0.857 -0.779
9 C -1.829 1.892 -0.392
10 H -2.336 2.538 -1.100
11 H 2.159 -1.626 1.465
12 H -0.101 -1.480 -1.629
13 H -0.957 0.670 -1.846
14 H 0.560 -2.032 2.113
15 H -2.025 2.072 0.660
16 H 0.715 1.432 0.707
17 H 1.260 -0.451 2.437
18 H 1.613 1.837 -1.470
19 H -0.385 -2.600 -0.226
20 H 1.703 0.177 -1.772

---

*three*
The following is a DFT calculation (wB97M-V/def2-TZVPD) of the molecule C7H11NO.

HOMO level in eV: -8.83
Kohn-Sham gap in eV: 9.856
E_LUMO in eV: 1.02

Element x y z (Å)
1 O -0.269 -0.314 1.131
2 N 2.384 -0.973 0.489
3 C 1.359 -0.527 -0.409
4 C -1.259 0.562 0.673
5 C 1.136 1.065 -0.208
6 C -1.497 -1.583 -0.309
7 C -0.098 -0.922 -0.193
8 C -2.249 -0.508 0.034
9 C -0.383 1.585 -0.201
10 H -0.387 -0.247 -0.976
11 H 2.502 -1.960 0.438
12 H 1.978 -0.853 1.418
13 H 1.661 -0.702 -1.446
14 H -0.417 2.580 0.258
15 H 1.651 1.629 -1.020
16 H -1.729 1.079 1.500
17 H 1.619 1.420 0.737
18 H -3.348 -0.434 0.036
19 H -1.861 -2.504 -0.763
20 H -0.792 1.607 -1.189

---

Verdict on stability: *one* comes out at the bottom.

---

*one*
The following is a DFT calculation (wB97M-V/def2-TZVPD) of the molecule C7H11NO.

HOMO level in eV: -8.43
Kohn-Sham gap in eV: 9.390
E_LUMO in eV: 0.96

Element x y z (Å)
1 O -2.558 0.905 0.857
2 N 1.132 1.437 0.469
3 C -1.670 -0.160 0.351
4 C -1.144 1.056 0.876
5 C -0.935 -1.317 0.875
6 C 1.341 0.091 -1.726
7 C 0.775 0.275 -0.352
8 C -0.208 1.435 -0.110
9 C 0.626 -1.099 0.318
10 H 1.192 -1.228 1.184
11 H -1.617 -0.186 -0.734
12 H -0.436 1.969 -1.027
13 H 0.695 -0.512 -2.345
14 H -0.696 0.763 1.829
15 H -0.886 -1.226 1.965
16 H -1.221 -2.385 0.597
17 H 0.741 -1.885 -0.492
18 H 1.460 1.057 -2.370
19 H 1.060 1.331 1.465
20 H 2.351 -0.321 -1.630

---

*two*
The following is a DFT calculation (wB97M-V/def2-TZVPD) of a structure of composition C7H11NO.

HOMO level in eV: -8.16
Kohn-Sham gap in eV: 8.966
E_LUMO in eV: 0.80

Element x y z (Å)
1 O -2.435 -0.014 0.179
2 N 1.822 -0.150 -0.113
3 C -0.526 1.023 0.241
4 C -0.376 -1.112 0.202
5 C 0.703 -1.311 -0.774
6 C -1.098 -0.125 -0.360
7 C 0.375 2.232 0.149
8 C 0.908 0.982 -0.425
9 C 0.995 -0.868 1.194
10 H 0.433 2.743 1.098
11 H 1.348 -1.915 1.446
12 H 0.515 2.821 -0.867
13 H -1.325 -0.217 -1.489
14 H 0.380 -1.165 -1.967
15 H -0.440 0.945 1.387
16 H -3.181 -0.704 -0.113
17 H 0.931 1.147 -1.608
18 H 1.148 -2.287 -0.593
19 H -0.929 -1.881 0.435
20 H 0.749 -0.143 1.978

---

*three*
The following is a DFT calculation (wB97M-V/def2-TZVPD) of the molecule C7H11NO.

HOMO level (alpha / beta) in eV: -7.46 / -7.46
Kohn-Sham gap (alpha / beta) in eV: 7.546 / 7.544
E_LUMO (alpha / beta) in eV: 0.08 / 0.08

Element x y z (Å)
1 O -0.248 -1.841 -1.976
2 N 0.786 0.938 -0.098
3 C 0.069 -1.843 0.387
4 C -1.311 -1.656 1.021
5 C 0.094 -1.196 -0.992
6 C 0.913 0.717 -2.475
7 C -0.035 2.327 1.818
8 C 0.578 0.168 -1.119
9 C 0.598 1.275 1.033
10 H -0.235 1.944 2.820
11 H -2.079 -2.016 0.333
12 H -0.981 2.650 1.365
13 H 1.978 0.925 -2.565
14 H 0.627 3.187 1.920
15 H -1.494 -0.599 1.221
16 H 0.358 1.631 -2.669
17 H 0.662 -0.008 -3.241
18 H 0.259 -2.914 0.249
19 H -1.396 -2.240 1.941
20 H 0.857 -1.448 1.030

---

Verdict on stability: *two* comes out at the bottom.

---

*one*
The following is a DFT calculation (wB97M-V/def2-TZVPD) of the molecule C7H11NO.

HOMO level in eV: -7.25
Kohn-Sham gap in eV: 8.040
E_LUMO in eV: 0.79

Element x y z (Å)
1 O 0.432 2.535 -1.133
2 N 0.973 -0.273 -2.788
3 C 0.350 1.358 1.567
4 C 0.315 -2.072 0.553
5 C 0.334 0.299 -1.912
6 C -1.463 -0.136 0.663
7 C 0.133 1.195 -0.951
8 C -0.620 -1.092 -0.067
9 C -0.255 0.706 0.354
10 H 0.692 2.376 1.355
11 H 1.043 -2.415 -0.191
12 H 1.074 2.608 -1.857
13 H -2.390 0.175 0.192
14 H -0.225 -2.960 0.903
15 H 0.873 -1.657 1.394
16 H -1.606 -0.363 1.722
17 H 1.219 0.796 1.926
18 H -0.332 1.475 2.416
19 H 0.503 -1.107 -3.149
20 H -1.051 -1.448 -0.996

---

*two*
The following is a DFT calculation (wB97M-V/def2-TZVPD) of a structure of composition C7H11NO.

HOMO level in eV: -9.18
Kohn-Sham gap in eV: 9.708
E_LUMO in eV: 0.53

Element x y z (Å)
1 O 1.216 1.687 -1.002
2 N -0.986 0.306 1.533
3 C 1.139 1.051 0.257
4 C -1.048 -0.047 0.099
5 C -0.516 1.183 0.551
6 C 1.234 -0.471 0.281
7 C 2.538 -1.129 0.166
8 C -2.513 -0.233 -0.597
9 C 0.019 -0.944 -0.496
10 H 3.298 -0.633 0.681
11 H 1.220 2.539 -0.637
12 H 2.304 -2.251 -0.080
13 H -0.606 -2.167 -0.575
14 H 1.896 1.227 1.268
15 H -2.281 -0.467 -1.817
16 H -0.910 2.156 0.324
17 H 0.322 -0.745 -1.657
18 H -3.374 0.411 -0.121
19 H -0.383 -0.222 2.109
20 H -2.571 -1.250 -0.288

---

Verdict on stability: *two* comes out at the bottom.